Here is a molecular structure, C28H24Cl3N6O4S3Ti from the OMol25 dataset. Energies are from ωB97M-V/def2-TZVPD.

As for the HOMO energy: -11.60 eV. The charge is +1. Its HOMO-LUMO gap is 7.29 eV. The value obtained for the total energy is -139740.352 eV. The calculation puts the largest force on an atom at 0.00414 hartree/bohr. The relative energy (zero: lowest compared OMol25 entry of this formula, charge and spin) comes out at 29.0 kcal/mol.

Last column: Mulliken charge in e.
Cartesian coordinates (Å):
Ti1 -0.09902 0.57144 0.61552  -0.3353
S1 1.59213 -0.08161 -0.91105  -0.3317
C1 0.78630 -1.21250 -0.08337  0.6587
S2 1.20602 1.34264 2.45367  -0.2745
C2 0.30657 -2.31155 0.52010  0.4172
C3 -0.70803 -1.63568 1.26930  0.9354
N1 -1.36947 -0.77801 1.73429  -0.6130
C4 0.70998 -3.67395 0.56856  -0.1163
N2 1.11855 -4.74734 0.60870  -0.4691
Cl1 4.38607 -2.68137 9.04600  -0.1853
C5 4.69892 -2.67898 7.34770  0.3808
C6 5.01557 -1.49327 6.70642  -1.0902
C7 5.26087 -1.51951 5.34418  0.0665
C8 5.19188 -2.69404 4.59978  -0.3354
C9 5.42535 -2.61174 3.11094  0.5350
C10 4.16064 -2.94858 2.29929  -1.5723
N3 3.08136 -2.02670 2.65982  0.8543
C11 2.09348 -2.27291 3.58929  -0.0998
C12 1.33935 -1.15193 3.67387  -1.1037
N4 1.87461 -0.23641 2.78630  -0.0266
C13 2.93928 -0.78900 2.20319  -0.2124
O1 6.48997 -3.44668 2.73619  -0.4089
C14 7.09103 -3.13466 1.47503  -0.8910
C15 7.59570 -1.72568 1.41721  0.0817
C16 7.03431 -0.71066 0.70085  0.7881
Cl2 5.65308 -0.81897 -0.33207  -0.1474
S3 7.83743 0.78857 0.89716  -0.1679
C17 8.95103 0.07555 1.98630  -0.3775
C18 8.71241 -1.24814 2.16716  -0.7497
C19 4.87592 -3.86950 5.28133  0.8617
Cl3 4.76290 -5.39610 4.46134  -0.1745
C20 4.63195 -3.87116 6.64542  -0.8882
H1 5.07791 -0.57214 7.26794  0.4414
H2 5.52679 -0.59732 4.83983  0.4788
H3 5.67523 -1.56499 2.89074  0.0736
H4 3.81540 -3.95973 2.49489  0.3096
H5 4.34843 -2.84533 1.23239  0.5418
H6 2.02434 -3.21713 4.10143  0.6214
H7 0.47104 -0.91650 4.26294  0.5439
H8 3.56681 -0.31851 1.46338  0.4435
H9 6.39902 -3.32627 0.65077  0.3866
H10 7.91609 -3.83851 1.38733  0.4791
H11 9.73552 0.67518 2.41841  0.4558
H12 9.30674 -1.88268 2.80902  0.4359
H13 4.39511 -4.79539 7.15266  0.4769
C21 -2.00828 3.00951 -3.74886  -1.1547
C22 -3.18356 2.04565 -3.64632  -1.3144
C23 -3.42838 1.51937 -2.21568  2.3569
C24 -4.62804 0.54679 -2.20447  -1.3603
C25 -4.93915 -0.01850 -0.82424  -1.0930
C26 -3.79239 2.70656 -1.33395  -0.0824
O2 -4.73249 3.41699 -1.54622  -0.5512
N5 -2.98855 2.95572 -0.20192  0.1328
C27 -1.89924 2.23379 0.10134  0.6432
O3 -1.19423 2.41685 1.12598  -0.5309
N6 -1.47801 1.21873 -0.68288  0.1457
C28 -2.19057 0.74300 -1.78146  -0.4009
O4 -1.82494 -0.25501 -2.34703  -0.5997
H14 -1.88324 3.34942 -4.77558  0.4814
H15 -1.07089 2.53488 -3.44786  0.2483
H16 -2.15994 3.89808 -3.13132  0.2817
H17 -3.02019 1.17432 -4.28100  0.4582
H18 -4.10443 2.53071 -3.97093  0.4578
H19 -4.39076 -0.25650 -2.90196  0.4416
H20 -5.48732 1.09140 -2.59641  0.4844
H21 -4.09025 -0.57181 -0.41378  0.2005
H22 -5.77911 -0.70932 -0.87641  0.4810
H23 -5.21238 0.76782 -0.11669  0.2810
H24 -3.26146 3.71496 0.40984  0.2964

Cartesian forces, eV/Å:
-0.20 0.07 -0.01
0.03 -0.01 0.00
0.04 -0.04 -0.02
0.05 0.00 0.03
0.00 -0.01 0.06
0.06 0.02 0.01
-0.03 -0.05 0.01
0.00 0.00 -0.15
0.00 0.00 0.08
0.00 0.00 0.00
0.00 0.00 -0.01
0.00 0.00 0.00
-0.01 0.00 0.00
0.01 -0.01 -0.01
-0.01 0.00 0.00
0.01 -0.02 -0.01
-0.03 -0.03 -0.01
0.03 0.02 0.02
-0.04 -0.01 -0.03
0.03 0.03 0.03
0.01 -0.01 0.00
0.01 0.00 0.01
0.00 0.00 0.01
-0.02 0.02 -0.01
0.02 -0.03 -0.03
0.00 0.02 0.00
-0.02 0.02 0.02
0.01 -0.01 -0.01
0.01 0.00 0.01
0.01 0.02 0.01
-0.01 0.00 -0.01
0.00 -0.01 0.00
0.00 0.00 0.00
0.00 0.00 0.00
0.00 0.00 0.00
0.00 0.00 0.00
-0.01 0.01 0.00
0.00 0.00 0.01
0.00 0.00 0.00
0.00 0.00 0.00
0.00 -0.01 0.00
0.00 0.00 -0.01
0.00 0.00 0.00
0.00 0.00 0.00
0.00 0.00 0.00
0.00 -0.01 0.00
0.00 0.01 0.00
0.01 0.01 -0.02
0.00 0.00 0.01
0.00 0.00 0.00
0.00 -0.02 0.03
0.01 0.01 -0.01
0.00 0.01 0.01
-0.02 0.02 -0.05
0.05 -0.01 -0.02
0.01 0.01 0.06
-0.02 -0.02 0.01
0.02 0.01 -0.01
0.00 0.00 0.00
0.00 0.00 0.00
0.00 0.00 0.00
0.00 0.00 0.00
0.00 0.00 0.00
0.00 0.00 0.00
0.00 0.00 0.00
0.00 0.00 0.00
0.00 0.00 0.00
0.00 0.00 0.00
0.00 0.00 0.00


Here is a molecular structure, C28H49BrNOP3Tc from the OMol25 dataset. Energies are from ωB97M-V/def2-TZVPD.

As for the HOMO energy (spin up / spin down): -19.48 / -19.70 eV. The charge is +4. As for the expectation value of S²: 3.78. Its HOMO-LUMO gap (spin up / spin down) is 5.76 / 5.98 eV. The value obtained for the total energy is -133432.706 eV. The calculation puts the largest force on an atom at 0.07793 hartree/bohr. Its spin multiplicity is 4. The relative energy (zero: lowest compared OMol25 entry of this formula, charge and spin) comes out at 0.0 kcal/mol.

Last column: Mulliken charge in e.
Cartesian coordinates (Å):
N1 -5.48508 3.39130 -5.00229  -0.3496
C1 -5.61553 3.66607 -3.70076  -0.4948
C2 -4.96860 2.92586 -2.70333  -0.3723
C3 -4.03140 1.92792 -3.09198  0.4102
C4 -4.02709 1.55626 -4.47204  -0.0511
C5 -4.75882 2.33390 -5.38182  -0.6172
C6 -3.01891 1.45184 -2.19735  -0.7744
Tc1 -0.56241 0.18927 -1.29690  0.0906
P1 3.83823 -0.89044 -0.78144  0.1968
C7 -1.66872 1.19608 -2.66284  1.3758
C8 -0.69039 2.17711 -2.07244  -1.4192
C9 0.69000 2.03004 -2.36539  0.3648
C10 1.61831 2.93780 -1.79979  -1.0962
C11 1.24250 3.77787 -0.72551  -0.5225
C12 -0.14055 3.97993 -0.49524  -0.7815
C13 -1.08085 3.28830 -1.25004  -0.7687
Br1 2.46676 4.23750 0.58861  0.0150
H1 -3.21088 1.52564 -1.13455  0.9184
H2 -1.57265 0.90160 -3.72583  0.6203
H3 -5.10612 3.17027 -1.64499  0.4861
H4 -3.42149 0.73077 -4.84264  0.3948
H5 -6.23043 4.53566 -3.42818  0.4039
H6 -4.71900 2.11664 -6.44735  0.4146
H7 1.01243 1.47805 -3.24565  0.9278
H8 -2.12479 3.58720 -1.24219  0.6469
H9 2.65263 2.93470 -2.12490  0.9916
H10 -0.45759 4.67026 0.28374  0.6886
P2 -1.19177 -1.74827 -2.18336  1.8491
C14 4.24680 0.85479 -1.14798  0.0526
C15 5.76263 1.07397 -1.13418  -1.4034
H11 3.75637 1.47636 -0.39462  0.2413
H12 3.83921 1.12609 -2.12534  0.2866
H13 5.97948 2.15152 -1.11768  0.4132
H14 6.22543 0.64457 -0.23913  0.4050
H15 6.26524 0.65118 -2.01124  0.3112
C16 3.24604 -1.49060 -2.39344  0.4246
C17 4.40666 -1.83366 -3.34361  -1.4650
H16 2.62252 -0.68348 -2.79714  -0.1180
H17 2.62347 -2.37960 -2.22346  0.2586
H18 4.01726 -2.21121 -4.29356  0.4152
H19 5.03671 -0.96497 -3.57480  0.3460
H20 5.05476 -2.61157 -2.92935  0.4028
C18 2.62507 -0.85457 0.55934  0.9709
C19 3.10485 -1.63368 1.79610  -1.5395
H21 1.68622 -1.27199 0.16724  -0.2993
H22 2.46190 0.19823 0.81566  -0.0994
H23 2.26688 -1.94869 2.43296  0.4092
H24 3.65850 -2.53057 1.49786  0.4788
H25 3.76903 -1.01929 2.41093  0.3977
C20 -0.87794 -3.13202 -0.99649  -0.3622
C21 -1.81553 -4.34515 -0.98929  -1.3613
H26 -0.83351 -2.68807 0.00915  0.1714
H27 0.13950 -3.47196 -1.22766  0.4107
H28 -2.81073 -4.11246 -0.59386  0.3391
H29 -1.92637 -4.81421 -1.97360  0.3294
H30 -1.38322 -5.10609 -0.32600  0.4296
C22 -0.25902 -2.27045 -3.67468  -0.3501
C23 -1.05693 -2.72730 -4.90459  -1.3906
H31 0.38418 -3.08670 -3.31775  0.4723
H32 0.40892 -1.44124 -3.94172  0.2329
H33 -1.70645 -3.58457 -4.69314  0.3581
H34 -1.66481 -1.92148 -5.33086  0.3056
H35 -0.34603 -3.04116 -5.68056  0.4280
C24 -2.92409 -2.05624 -2.72610  -0.9283
C25 -3.95564 -1.70325 -1.66603  -1.3908
H36 -2.97764 -3.12430 -2.96925  0.6890
H37 -3.07757 -1.49563 -3.65719  0.3911
H38 -4.75059 -1.10162 -2.12927  0.3230
H39 -4.42705 -2.61601 -1.27300  0.4829
H40 -3.56289 -1.12085 -0.81585  0.0761
C26 0.35942 0.52383 2.72455  -0.4322
P3 -1.29818 0.48409 2.04733  0.6722
C27 -2.24859 -0.81095 2.84243  -1.1473
C28 -2.01755 2.09435 2.37469  -1.0876
O1 -1.31672 0.13554 0.53664  -0.8853
H41 0.28229 0.57685 3.82212  0.5255
H42 0.88864 1.40620 2.35836  0.3109
H43 0.89700 -0.38419 2.43424  -0.3981
H44 -2.34830 -0.58282 3.91151  0.4744
H45 -3.23519 -0.87283 2.37214  0.3675
H46 -1.71707 -1.76361 2.71081  0.3816
H47 -1.37040 2.87455 1.95990  0.2684
H48 -3.01415 2.15075 1.93587  0.3593
H49 -2.08898 2.23366 3.46315  0.4977

Cartesian forces, eV/Å:
0.04 -0.05 0.40
0.09 0.05 0.37
-0.04 0.15 0.51
0.35 -1.18 -0.18
0.13 0.97 -0.67
0.47 -0.71 0.57
-1.40 1.43 -1.59
1.50 0.06 2.96
-0.48 1.65 -1.09
-0.42 0.29 -0.25
-0.71 2.12 -1.11
0.24 1.23 -0.25
-0.14 -0.13 0.86
-0.89 -1.62 -0.55
0.11 -0.27 -0.41
0.40 -0.55 0.11
0.30 0.54 -0.14
0.08 0.18 0.18
0.09 0.36 0.53
0.04 0.04 -0.40
-0.14 0.18 0.07
0.19 -0.50 -0.19
-0.13 0.02 0.17
-0.07 -0.31 0.01
0.11 -0.09 0.36
-0.12 -0.10 0.09
0.03 0.12 -0.32
-1.73 -3.40 -1.24
0.77 -0.19 0.29
0.63 0.55 0.12
0.10 -0.08 0.08
-0.01 -0.32 0.01
-0.04 -0.33 -0.07
-0.06 0.10 -0.14
-0.20 0.02 0.18
0.04 -1.17 0.20
0.30 0.08 -0.24
0.00 0.02 0.12
0.08 0.14 -0.09
-0.02 0.09 0.17
-0.21 -0.14 0.11
-0.16 0.10 0.00
-0.21 -0.26 0.36
0.05 -0.32 0.32
0.03 -0.13 -0.05
0.06 -0.11 -0.19
0.27 0.04 -0.24
-0.18 0.07 0.21
-0.04 -0.09 -0.15
0.43 0.31 0.67
-0.20 -0.19 0.01
-0.04 -0.19 -0.09
-0.05 0.12 0.10
0.24 0.03 -0.15
0.08 0.14 0.16
-0.07 0.21 -0.17
0.58 0.24 -0.09
0.05 -0.02 -0.21
-0.04 0.20 -0.17
0.08 -0.12 -0.19
0.20 0.23 -0.04
0.12 -0.18 0.06
-0.18 0.09 0.21
0.43 0.57 0.20
-0.80 0.18 0.12
0.11 0.33 -0.08
-0.03 -0.19 0.18
0.07 -0.23 0.29
0.12 0.45 0.01
-0.01 -0.22 -0.15
-0.13 -0.17 -0.11
-0.50 -0.06 1.27
0.28 0.20 0.01
0.14 -0.20 -0.12
0.44 -0.21 -1.50
0.07 -0.02 -0.30
0.02 0.01 0.06
-0.14 0.17 0.24
-0.06 -0.16 -0.19
0.10 0.01 0.15
-0.18 0.19 0.11
-0.14 -0.09 0.08
-0.03 0.07 0.09
-0.01 -0.03 -0.24


Here is 2 unconnected molecules or ions with the total composition C2H7NOS from the OMol25 dataset. Energies are from ωB97M-V/def2-TZVPD.

As for the HOMO energy: -9.18 eV. The charge is 0. Its HOMO-LUMO gap is 9.85 eV. The value obtained for the total energy is -16560.348 eV. Its SMILES is NC=O.CS. The calculation puts the largest force on an atom at 0.01354 hartree/bohr. The relative energy (zero: lowest compared OMol25 entry of this formula, charge and spin) comes out at 9.8 kcal/mol.

Last column: Mulliken charge in e.
Cartesian coordinates (Å):
N1 -2.05078 -1.68323 0.35083  -0.3941
C1 -0.70437 -1.57372 0.58645  0.0942
O1 0.14210 -2.19191 -0.00453  -0.5446
H1 -2.63957 -0.87846 0.50102  0.2403
H2 -2.36339 -2.23520 -0.43459  0.2347
H3 -0.50333 -0.89413 1.42729  0.3705
C2 1.83445 1.54999 -0.36813  -0.7043
S1 0.17503 1.76162 0.29049  -0.2461
H4 1.86382 0.70579 -1.06019  0.2648
H5 2.49408 1.27913 0.44452  0.2562
H6 2.21784 2.44237 -0.84746  0.3062
H7 -0.46588 1.71775 -0.88571  0.1222

Cartesian forces, eV/Å:
-0.40 0.11 -0.33
-0.54 0.06 0.15
0.26 -0.18 -0.03
0.16 -0.01 0.41
0.36 -0.09 -0.07
0.17 0.03 -0.11
0.24 -0.53 -0.38
-0.19 0.20 0.04
-0.06 0.16 0.01
0.05 0.07 0.32
-0.05 0.14 -0.05
0.00 0.04 0.04


Here is a molecular structure, C18H12F3N7O4Ru from the OMol25 dataset. Energies are from ωB97M-V/def2-TZVPD.

As for the HOMO energy (spin up / spin down): -3.07 / -6.47 eV. The charge is -1. As for the expectation value of S²: 8.78. Its HOMO-LUMO gap (spin up / spin down) is 5.93 / 7.36 eV. The value obtained for the total energy is -48217.921 eV. The calculation puts the largest force on an atom at 0.01808 hartree/bohr. Its spin multiplicity is 6. The relative energy (zero: lowest compared OMol25 entry of this formula, charge and spin) comes out at 3.3 kcal/mol.

Last column: Mulliken charge in e.
Cartesian coordinates (Å):
Ru1 -0.11644 -1.28020 -0.44418  0.9345
N1 3.13831 -1.04129 1.15202  -0.2544
C1 2.25096 -0.25933 1.81713  0.3800
N2 2.72175 0.43271 2.85619  -0.8221
C2 1.80941 1.22787 3.44123  0.3122
N3 2.25916 1.96685 4.50124  -0.4245
N4 0.54805 1.37179 3.09408  -0.7159
C3 0.14267 0.62981 2.03268  -0.5061
N5 0.99225 -0.23445 1.38450  0.2236
C4 -1.18643 0.73694 1.57288  1.0237
C5 -2.12169 1.60508 2.19429  -1.1130
C6 -3.40814 1.65647 1.74861  -0.2915
C7 -3.79601 0.83456 0.66341  -1.1205
C8 -2.84605 0.02584 0.08686  -0.2986
N6 -1.57306 -0.03717 0.49613  0.4169
H1 4.01719 -1.22262 1.60083  0.2574
H2 2.76921 -1.74299 0.53119  0.1011
H3 3.11081 1.65118 4.93012  0.2611
H4 1.54390 2.34668 5.09639  0.2540
H5 -1.76271 2.20515 3.01732  0.4634
H6 -4.12860 2.31827 2.21286  0.3957
H7 -4.80974 0.83428 0.28973  0.4041
H8 -3.10318 -0.60934 -0.75072  0.4992
O1 -2.88250 -4.57924 -1.79901  -0.5196
C9 -2.34803 -3.60283 -1.37109  0.6286
O2 -2.03650 -2.45924 -1.65570  -0.4654
C10 -1.77041 -3.88443 0.48720  0.4548
O3 -2.34142 -4.81602 0.96397  -0.5167
O4 -0.95359 -3.02034 0.78542  -0.6494
F1 0.74397 -3.50395 -2.14075  -0.3254
C11 1.22817 -2.59420 -1.25506  0.1821
F2 2.38486 -2.14040 -1.84470  -0.2585
F3 1.69205 -3.35060 -0.18223  -0.3041
N7 1.48163 4.28420 -5.08917  -0.5742
C12 1.24551 3.42569 -4.35979  0.0060
C13 0.96411 2.34799 -3.46476  0.5686
C14 -0.25719 1.67701 -3.52721  -0.8424
C15 -0.50119 0.62003 -2.66905  0.0613
C16 0.45214 0.20227 -1.73262  0.2266
C17 1.67139 0.88246 -1.68991  0.0809
C18 1.92690 1.94549 -2.53548  -0.8470
H9 -1.00281 1.99245 -4.24559  0.4338
H10 -1.45267 0.10220 -2.72767  0.4093
H11 2.43364 0.58146 -0.98225  0.4226
H12 2.87035 2.47392 -2.48936  0.4479

Cartesian forces, eV/Å:
-0.45 0.32 0.68
-0.14 0.02 -0.14
0.00 -0.12 0.22
0.18 0.11 0.00
-0.07 -0.22 -0.12
-0.02 0.09 0.02
-0.08 0.13 0.08
0.22 0.00 0.07
-0.23 -0.24 -0.31
0.01 0.00 -0.04
-0.02 0.03 0.02
0.11 -0.03 -0.01
0.00 -0.03 -0.06
-0.23 0.13 0.00
-0.09 0.12 0.15
-0.02 0.06 0.07
0.11 -0.03 0.06
0.00 -0.02 -0.01
0.02 -0.01 0.00
-0.06 0.02 0.01
0.02 0.00 0.04
0.02 -0.02 -0.03
0.03 -0.04 0.00
0.18 0.13 0.30
-0.23 0.08 -0.81
0.01 -0.08 0.15
-0.03 -0.26 0.53
0.08 0.20 -0.19
0.20 0.33 -0.17
-0.02 0.02 0.12
0.76 -0.32 -0.43
-0.14 -0.01 0.10
0.04 -0.11 -0.15
-0.02 -0.03 0.05
0.05 0.24 -0.22
-0.06 -0.35 0.27
0.07 0.16 -0.07
-0.01 -0.14 0.11
-0.18 -0.08 -0.32
0.02 -0.08 0.16
-0.06 0.09 -0.09
0.00 -0.02 -0.01
0.00 0.03 -0.05
0.01 -0.03 0.00
0.02 -0.03 0.01